[1]
The following is a quantum chemistry calculation of C35H41BrClN3O3PTi as an isolated structure in a non-equilibrium geometry, from the Open Molecules 2025 dataset.

Values from the calculation:
Lowest unoccupied orbital energy (spin up / spin down): 2.44 / 2.31 eV
Total energy: -5973.5435 Ha
HOMO level (spin up / spin down): -0.0933 / -0.1736 hartree
Expectation value of S²: 2.09
Energy relative to the best compared isomer or geometry (same formula, charge and spin): 7.44 kcal per mole
Gap between HOMO and LUMO (spin up / spin down): 4.982 / 7.036 eV

Structure (ORCA input):
```
! RIJCOSX wB97M-V def2-TZVPD def2/J DEFGRID3
* xyz -1 3
Ti -0.58850 0.12930 -1.51656
Br 4.35786 5.08255 -2.48830
C 2.94752 3.81818 -2.71820
C 1.76004 4.22693 -3.31146
C 0.73756 3.29905 -3.45681
C 0.87462 1.98627 -3.01814
O -0.14553 1.13399 -3.12260
C 2.10790 1.56921 -2.44314
C 2.34287 0.19775 -2.10216
N 1.35351 -0.69794 -2.14640
C 1.54808 -2.02674 -2.16583
C 2.77166 -2.71115 -2.21139
C 2.79418 -4.10990 -2.22150
C 1.64840 -4.87011 -2.21978
C 0.38610 -4.21495 -2.23112
C -0.84971 -4.88340 -2.29962
C -2.01926 -4.16920 -2.33775
C -1.96429 -2.77136 -2.27738
N -0.82676 -2.11094 -2.19673
C 0.34029 -2.80386 -2.19105
C 3.13182 2.52156 -2.29488
H 1.62996 5.24887 -3.63865
H -0.21088 3.58803 -3.89206
H 3.36393 -0.10195 -1.87212
H 3.70115 -2.16114 -2.23533
H 3.75616 -4.61042 -2.23845
H 1.68873 -5.95152 -2.23622
H -0.86210 -5.96757 -2.32918
H -2.97995 -4.66218 -2.40026
H -2.85932 -2.16399 -2.26088
H 4.07207 2.22038 -1.84920
Cl -5.13795 5.63486 -2.51137
C -3.88449 4.50179 -2.02483
C -2.69587 4.99522 -1.49776
C -1.71153 4.08988 -1.11309
C -1.89196 2.71933 -1.24403
O -0.95725 1.87936 -0.82206
C -3.11163 2.21959 -1.79379
C -3.33853 0.84308 -1.93942
O -2.44607 -0.09796 -1.63273
C -4.10280 3.15467 -2.17582
H -2.54599 6.06076 -1.39522
H -0.76963 4.43860 -0.70833
H -4.28843 0.48465 -2.32967
H -5.03684 2.80011 -2.59388
C 1.29331 1.23313 3.80528
C 1.31691 0.93553 2.30187
C 1.06432 2.23980 1.53012
C 2.74315 0.50886 1.91512
P 0.13160 -0.40422 1.72488
N 0.00852 -0.43862 0.17228
C 0.79977 -2.08050 2.28046
C -0.30543 -3.12032 2.02193
C 1.97207 -2.47655 1.36281
C 1.24841 -2.20593 3.73919
C -1.55718 -0.13491 2.51742
C -1.94154 1.34366 2.32631
C -2.61094 -0.93576 1.73120
C -1.68042 -0.49085 4.00262
H 2.09444 1.94797 4.01895
H 1.46866 0.35357 4.42323
H 0.36156 1.69588 4.12320
H 1.88354 2.92529 1.76810
H 0.13209 2.72848 1.79781
H 1.05304 2.08211 0.45396
H 3.39511 1.37877 2.02897
H 2.79993 0.18646 0.87456
H 3.13512 -0.28032 2.55399
H -0.71191 -3.02909 1.01337
H -1.12098 -3.05576 2.74010
H 0.13635 -4.11538 2.11689
H 1.81404 -2.13026 0.34489
H 2.04447 -3.56659 1.33029
H 2.92708 -2.09503 1.71629
H 0.47725 -1.92970 4.45718
H 2.13857 -1.61449 3.94851
H 1.50898 -3.25260 3.92738
H -1.79830 1.66925 1.29572
H -1.39176 2.01255 2.98608
H -3.00234 1.44978 2.56843
H -2.51459 -0.79102 0.65487
H -3.59648 -0.56942 2.03278
H -2.58124 -2.00221 1.94165
H -0.94914 0.01485 4.63230
H -1.60186 -1.56296 4.17922
H -2.67326 -0.18118 4.34494
*
```

Results of the Löwdin charge analysis, in e, for atoms 1 through 4:
1 Ti 1.0917
2 Br 0.6554
3 C -0.7078
4 C -0.1443

=====

[2]
The following is a quantum chemistry calculation of C35H41Cl2N2OP3Re as an isolated structure in a non-equilibrium geometry, from the Open Molecules 2025 dataset.

Values from the calculation:
Lowest unoccupied orbital energy (spin up / spin down): -4.87 / -9.22 eV
Total energy: -3565.1544 Ha
HOMO level (spin up / spin down): -0.4606 / -0.4673 hartree
Expectation value of S²: 3.78
Energy relative to the best compared isomer or geometry (same formula, charge and spin): 96.03 kcal per mole
Gap between HOMO and LUMO (spin up / spin down): 7.663 / 3.498 eV

Structure (ORCA input):
```
! RIJCOSX wB97M-V def2-TZVPD def2/J DEFGRID3
* xyz 2 4
P -2.24636 -2.75663 0.63153
C -4.07334 -2.88774 0.70356
C -4.84915 -3.58632 -0.23410
H -4.37426 -4.08150 -1.07966
C -6.23699 -3.65514 -0.08403
H -6.82991 -4.21268 -0.81160
C -6.86182 -3.01391 0.98988
H -7.94659 -3.06759 1.10369
C -6.09477 -2.29753 1.91851
H -6.57917 -1.79622 2.75859
C -4.71170 -2.22243 1.77127
H -4.11149 -1.65445 2.48247
C -1.88538 -3.45867 -1.02404
C -1.96791 -2.57649 -2.12151
H -2.22282 -1.52982 -1.95024
C -1.74231 -3.04318 -3.41463
H -1.82660 -2.35887 -4.26108
C -1.41087 -4.38705 -3.62843
H -1.23091 -4.75036 -4.64236
C -1.30864 -5.26145 -2.54255
H -1.04951 -6.30971 -2.70258
C -1.53959 -4.79992 -1.24401
H -1.45393 -5.48855 -0.40477
C -1.72882 -4.12306 1.74007
C -2.60816 -5.09306 2.24483
H -3.66810 -5.05374 1.99871
C -2.12689 -6.11759 3.06463
H -2.81796 -6.87242 3.44386
C -0.76997 -6.17410 3.39721
H -0.39588 -6.97419 4.03914
C 0.10999 -5.19914 2.91002
H 1.17085 -5.24218 3.16487
C -0.36638 -4.16956 2.10119
H 0.31393 -3.39410 1.74559
Re 0.91248 2.76393 0.60306
C 2.63083 1.96866 -0.32712
C 2.63138 0.70958 -0.84444
H 3.52650 2.58204 -0.48417
C 1.39697 -0.12819 -0.57532
O 1.80138 -1.26320 0.23504
H 1.05191 -1.88213 0.32742
C 0.49386 0.80787 0.12920
H 0.92904 -0.46590 -1.52156
C -0.30530 1.20539 1.07632
Cl 2.27346 4.75252 0.19460
Cl -0.93678 3.88109 1.65593
P -0.15199 3.61573 -1.19400
C -0.48520 5.43989 -1.16543
H 0.46729 5.98144 -1.17571
H -1.02234 5.69818 -0.24547
H -1.08760 5.72338 -2.03742
C 0.71115 3.42157 -2.79228
H 0.86036 2.35550 -2.99609
H 1.68654 3.91819 -2.73712
H 0.09847 3.87155 -3.58264
C -1.82938 2.94927 -1.47262
H -2.43780 3.12369 -0.57822
H -1.76554 1.87375 -1.66745
H -2.26355 3.46527 -2.33625
P 4.06138 0.02823 -1.72506
C 5.14627 1.35711 -2.21998
C 3.42761 -0.84256 -3.15956
H 5.53565 1.87052 -1.33530
H 4.60903 2.07433 -2.84954
H 5.98040 0.92944 -2.78664
H 2.73935 -1.63272 -2.84137
H 4.27490 -1.28464 -3.69438
H 2.90520 -0.14144 -3.81878
C 4.91087 -1.12659 -0.65425
H 5.31637 -0.58694 0.20650
H 5.72636 -1.59375 -1.21534
H 4.19994 -1.88052 -0.30385
H -1.16447 0.92876 1.67050
N 3.58645 9.33549 2.48333
C 3.19187 8.24555 2.70166
C 2.69365 6.89676 2.95688
C 1.32342 6.65632 3.03324
C 0.89920 5.34654 3.32771
N 1.67631 4.28487 3.15635
C 2.98602 4.49514 3.12415
C 3.54446 5.77393 2.98964
H 0.57710 7.43618 2.82747
H -0.13618 5.17207 3.62359
H 3.62778 3.62154 3.14223
H 4.61636 5.87664 2.80854
*
```

Results of the Löwdin charge analysis, in e, for atoms 1 through 4:
1 P 1.2390
2 C -0.3708
3 C -0.0619
4 H 0.1107

=====

[3]
The following is a quantum chemistry calculation of C35H41MnN5O4 as an isolated structure, from the Open Molecules 2025 dataset.

Values from the calculation:
Lowest unoccupied orbital energy (spin up / spin down): -7.46 / -7.20 eV
Total energy: -3083.6436 Ha
HOMO level (spin up / spin down): -0.4800 / -0.4807 hartree
Expectation value of S²: 3.83
Energy relative to the best compared isomer or geometry (same formula, charge and spin): 0.00 kcal per mole
Gap between HOMO and LUMO (spin up / spin down): 5.600 / 5.879 eV

Structure (ORCA input):
```
! RIJCOSX wB97M-V def2-TZVPD def2/J DEFGRID3
* xyz 2 4
Mn 0.25201 -1.29550 -0.39503
O 3.81811 0.73811 1.28231
C 3.81136 0.03251 2.43832
C 4.79869 0.36134 3.36033
C 4.88107 -0.31175 4.55961
C 3.98421 -1.33553 4.87361
C 3.01265 -1.67428 3.96616
C 2.90440 -1.00069 2.73445
C 1.86640 -1.41211 1.79408
O 1.66213 -0.66234 0.71160
N 1.16981 -2.48672 1.99522
N 0.27127 -2.67762 0.94704
C -0.43286 -3.75839 0.94056
C -1.37545 -4.13849 -0.05780
C -2.03974 -5.37220 0.06460
C -2.94013 -5.77433 -0.88889
C -3.18856 -4.94038 -1.98256
C -2.54961 -3.72118 -2.11896
C -1.64048 -3.31632 -1.15727
O -1.03466 -2.12292 -1.30522
H 3.04055 0.49343 0.75652
H 5.48855 1.15647 3.10881
H 5.65226 -0.03813 5.26846
H 4.05446 -1.85487 5.81954
H 2.30704 -2.46488 4.18451
H -0.25503 -4.42260 1.78304
H -1.83011 -6.00086 0.92260
H -3.44997 -6.72275 -0.79632
H -3.89603 -5.25188 -2.74041
H -2.73960 -3.07029 -2.96214
C -2.34900 2.70504 4.66856
C -2.53714 3.01516 3.17992
C -4.04333 3.11290 2.86579
C -1.85717 4.35107 2.85222
C -1.97631 1.90147 2.31265
C -1.83271 0.59521 2.77965
C -1.30935 -0.38382 1.96686
N -0.94141 -0.12817 0.70600
C -1.11494 1.11436 0.20477
C -1.61895 2.12853 0.97958
C -0.70546 1.27381 -1.20501
C -1.16140 2.27148 -2.03836
C -0.78078 2.29183 -3.38197
C 0.06727 1.26505 -3.80990
C 0.47914 0.29394 -2.93106
N 0.10770 0.30299 -1.64495
C -1.29395 3.32745 -4.36739
C -2.04174 4.46152 -3.66714
C -2.25514 2.60827 -5.33259
C -0.11367 3.91561 -5.15738
H -2.62600 3.58082 5.25461
H -1.30994 2.46262 4.90353
H -2.98561 1.88342 5.00200
H -4.49161 3.88949 3.48744
H -4.55555 2.17180 3.07505
H -4.21495 3.37529 1.81936
H -2.20387 5.10795 3.55542
H -2.10538 4.71171 1.85237
H -0.77044 4.28350 2.94154
H -2.10780 0.32588 3.78883
H -1.17843 -1.39193 2.32732
H -1.71641 3.11326 0.54684
H -1.82574 3.02665 -1.64375
H 0.40146 1.20810 -4.83614
H 1.12402 -0.51658 -3.24223
H -2.94489 4.11030 -3.16214
H -2.35682 5.19111 -4.41301
H -1.40747 4.98245 -2.94493
H -3.11930 2.20418 -4.80097
H -1.75994 1.79102 -5.86005
H -2.61677 3.31885 -6.07744
H 0.63998 4.34117 -4.49096
H -0.47763 4.71314 -5.80532
H 0.36816 3.17390 -5.79568
C 5.15846 -3.01310 -1.24835
N 3.70939 -3.07936 -1.03718
C 3.21491 -4.17484 -0.20553
C 2.91418 -2.19568 -1.56748
O 1.65593 -2.19517 -1.43360
H 5.65904 -2.94790 -0.28422
H 5.40955 -2.13739 -1.84071
H 5.49435 -3.90928 -1.76619
H 3.64592 -5.10791 -0.56417
H 2.13508 -4.22347 -0.27297
H 3.51505 -4.01572 0.82991
H 3.40466 -1.43681 -2.17824
*
```

Results of the Löwdin charge analysis, in e, for atoms 1 through 4:
1 Mn 0.9982
2 O 0.0775
3 C -0.2496
4 C 0.0038